{
  "formula": "C5H11NO",
  "method": "wB97M-V/def2-TZVPD",
  "spin_multiplicity": 1,
  "e_homo_ev": -9.01,
  "molar_mass_g_mol": 101.15,
  "orbital_gap_ev": 9.5,
  "energy_ha": -327.0348,
  "elements": ["C", "C", "C", "C", "C", "N", "H", "H", "H", "H", "H", "H", "H", "H", "H", "H", "H", "O"],
  "positions_angstrom": [[-2.084392, 1.197069, 0.557571], [-1.017316, 0.752087, -0.380584], [-0.131772, -0.373909, 0.127889], [-0.491835, -1.653277, 0.052747], [1.857351, -0.205187, 1.472032], [1.108519, 0.084326, 0.513654], [-3.004322, 0.599805, 0.526200], [-1.711035, 1.130739, 1.579801], [-2.513129, 2.173714, 0.312254], [-0.389942, 1.550218, -0.792527], [-1.347521, 0.467299, -1.403485], [-1.442704, -2.019202, -0.312557], [0.186386, -2.493522, 0.158257], [2.872404, 0.181238, 1.530117], [1.670265, -0.929860, 2.281704], [1.593214, 0.237602, -2.466114], [2.435839, -0.452565, -1.400675], [2.409990, -0.246576, -2.356283]],
  "forces_ev_per_angstrom": [[-1.376, 0.171, 0.297], [0.626, -0.423, -2.330], [-0.920, 0.083, 0.182], [0.282, -0.929, -0.322], [0.280, -1.052, 0.719], [1.220, 0.586, -0.747], [0.434, -0.526, -0.027], [-0.132, 0.458, 0.059], [0.631, 0.234, 0.246], [0.352, 0.341, 1.202], [-0.817, -0.494, 0.782], [-0.201, 0.641, -0.183], [0.328, 0.321, 0.591], [-0.058, 0.416, -0.262], [-0.655, 0.125, -0.160], [-0.251, 0.166, 0.026], [-0.124, 0.295, -0.689], [0.380, -0.412, 0.618]],
  "nbo_charge": [-0.6098, -0.4495, 0.1415, -0.4338, -0.0061, -0.4432, 0.2107, 0.2115, 0.2173, 0.2254, 0.2142, 0.2061, 0.2010, 0.1690, 0.1458, 0.4653, 0.4764, -0.9416]
}